No. 1
Molecular formula: H10O5
Method: DFT, ωB97M-V/def2-TZVPD

The geometry in XYZ format:
```
15
Properties=species:S:1:pos:R:3:forces:R:3
O 13.526686 -12.173515 -22.744095 1.4 -0.9 0.1
O 12.412916 -9.602551 -23.326660 1.4 -0.4 0.8
O 15.466784 -9.339355 -23.825368 0.5 -0.7 0.4
O 9.135424 -7.778910 -23.427901 0.3 -0.4 -0.3
O 10.616118 -10.109748 -25.361653 0.6 -0.3 0.2
H 11.659582 -9.376666 -22.781043 -0.2 0.3 0.2
H 9.824573 -9.634031 -25.109904 -0.4 0.3 0.2
H 12.037939 -9.793242 -24.186457 -0.9 -0.2 -0.8
H 10.995524 -9.587358 -26.068330 -0.1 0.1 -0.5
H 12.668521 -12.596049 -22.779705 -1.0 -0.7 -0.1
H 9.493589 -7.044413 -22.929436 0.0 0.4 0.1
H 8.876811 -8.416903 -22.762833 -0.3 -0.1 0.2
H 15.458507 -8.887957 -24.669413 0.2 0.4 -0.8
H 13.335682 -11.237238 -22.799985 -0.6 2.0 -0.1
H 14.569115 -9.260887 -23.502449 -1.1 0.2 0.5
```
Positions in Å, forces in eV/Å.

**HOMO level (alpha / beta)**: -15.1466 / -15.1460 eV
**Relative energy (zero: lowest compared OMol25 entry of this formula, charge and spin)**: 1.005 eV
**Orbital gap (alpha / beta)**: 11.609 / 3.686 eV
**Total energy**: -381.78206 Ha
**Multiplicity**: 2
**Net charge**: +1

How is the electron density shared among the atoms? According to Löwdin, the charges in e are: O 0.319; O -0.039; O 0.207; O -0.039; O -0.030; H 0.064; H 0.044; H 0.011; H 0.065; H 0.127; H 0.044; H 0.037; H 0.103; H 0.047; H 0.042

No. 2
Molecular formula: C12H18ClDyIN2O3P
Method: DFT, ωB97M-V/def2-TZVPD

The geometry in XYZ format:
```
39
Properties=species:S:1:pos:R:3:forces:R:3
Dy 0.015371 0.327484 -1.819772 0.6 -2.0 0.8
I 2.175949 -0.312997 -3.554874 -0.5 0.6 -0.6
Cl -2.075747 -0.935921 -2.229445 0.1 0.7 -0.5
P -1.773630 0.802340 0.647929 -1.2 -0.1 0.4
O -1.318809 3.260743 -2.230375 -3.0 -5.3 -4.1
O 1.447364 2.070194 1.064788 -2.4 -1.9 -3.6
O 3.612697 -5.572949 1.013520 -0.1 1.5 -0.4
N 5.353556 -4.159149 0.708081 -0.8 -0.1 0.0
N 1.209264 -1.393124 -0.534580 0.3 -0.5 0.1
C 3.474481 -2.045498 0.040123 -0.4 0.3 -0.1
C -2.275985 2.924284 -4.483741 -0.9 -2.0 -0.8
C 1.691849 -3.645542 0.204145 -0.1 0.3 -0.1
C 2.532758 -1.116805 -0.406988 -0.1 -0.4 0.3
C -1.509506 1.703447 2.196697 0.2 0.3 0.3
C -3.137071 1.799221 -0.073150 0.0 0.0 -0.1
C 3.066052 -3.353975 0.331212 -1.0 0.8 -0.4
C 0.794701 -2.660401 -0.230165 0.8 0.3 0.2
C -1.854398 2.628752 -3.097311 3.3 7.2 3.6
C 0.903646 1.611402 0.147715 3.1 2.3 3.7
C -2.752813 -0.624379 1.259032 0.5 -0.4 -0.3
C 4.013077 -4.452788 0.712015 1.1 -1.7 0.5
H -2.193421 4.002449 -4.728566 0.2 -0.4 0.7
H -2.442129 1.918387 2.737148 0.1 -0.2 -0.3
H -0.871097 1.108451 2.846572 0.1 0.0 0.1
H -2.793829 2.810928 -0.313111 -0.2 -0.1 0.3
H -3.296807 2.541771 -4.646717 0.2 0.1 0.1
H 2.851156 -0.126393 -0.752034 0.0 -0.4 0.4
H -3.511993 1.315903 -0.983673 -0.1 0.0 0.2
H -0.999515 2.649157 2.017047 0.0 0.1 0.0
H 5.743981 -3.319029 0.330688 0.0 0.1 -0.1
H 1.323419 -4.649504 0.428867 0.2 0.3 -0.1
H -0.270319 -2.876911 -0.350916 0.4 0.1 0.0
H -3.938135 1.831278 0.681612 0.2 0.2 -0.4
H -2.915859 -1.326933 0.431773 -0.1 0.1 0.3
H -1.637370 2.292251 -5.124710 0.0 0.2 0.0
H -2.187508 -1.134622 2.050327 -0.2 0.1 -0.2
H 5.985743 -4.927186 0.878787 -0.1 0.0 0.0
H -3.720858 -0.288956 1.649032 0.3 0.0 0.0
H 4.509753 -1.711281 0.133130 -0.4 -0.2 -0.1
```
Positions in Å, forces in eV/Å.

**HOMO level (alpha / beta)**: -14.7447 / -14.7501 eV
**Relative energy (zero: lowest compared OMol25 entry of this formula, charge and spin)**: 0.323 eV
**Orbital gap (alpha / beta)**: 3.191 / 3.428 eV
**Total energy**: -2787.03056 Ha
**Multiplicity**: 6
**Net charge**: +2

How is the electron density shared among the atoms? According to Löwdin, the charges in e are: Dy 0.631; I 0.244; Cl -0.022; P 0.716; O 0.256; O 0.142; O 0.090; N 0.187; N -0.155; C 0.028; C 0.083; C 0.053; C -0.251; C -0.268; C -0.287; C -0.075; C -0.076; C 0.034; C -0.145; C -0.252; C -0.459; H 0.161; H 0.076; H 0.061; H 0.030; H 0.143; H 0.043; H 0.017; H 0.044; H 0.089; H 0.140; H 0.113; H 0.069; H 0.013; H 0.143; H 0.062; H 0.129; H 0.066; H 0.126

No. 3
Molecular formula: C26H24BCl2InN9O2
Method: DFT, ωB97M-V/def2-TZVPD

The geometry in XYZ format:
```
65
Properties=species:S:1:pos:R:3:forces:R:3
In 0.014683 -0.313119 -0.118315 0.0 0.2 -0.4
Cl -2.305107 1.132244 -6.585061 0.0 0.0 0.0
Cl -4.417276 1.513003 -1.660171 -0.1 0.0 0.0
O 0.636268 1.941726 -0.433796 0.0 -0.2 0.2
O -1.852951 0.364478 -0.764958 0.1 -0.2 -0.1
N 2.174907 -1.506291 1.642886 0.1 0.0 0.1
N -0.182853 1.655016 2.633212 0.1 -0.1 -0.1
N -0.197606 -2.130591 2.314304 0.0 0.0 0.2
N 0.309077 -0.131204 -2.339526 0.0 -0.1 -0.1
N 0.930438 -3.293028 0.407610 0.1 -0.2 0.1
N -0.946400 -1.277690 1.581210 0.0 0.1 0.2
N 0.443417 -2.548889 -0.609388 0.0 0.0 0.0
N 1.961073 -0.462732 0.808606 0.0 0.1 0.2
N -0.544230 3.658978 0.491405 -0.1 -0.1 -0.1
C 1.153443 -4.549458 -0.009441 -0.1 0.0 -0.1
C 0.795127 -4.635526 -1.340384 0.0 0.0 0.0
C -0.307437 1.841438 5.016512 0.0 0.0 0.0
C -1.938368 0.581827 -2.058394 -0.2 0.1 0.0
C -3.075846 1.089932 -2.659706 0.2 -0.1 0.1
C -2.094132 -1.815849 3.412261 0.0 0.1 0.0
C 0.254302 1.342483 3.849860 0.0 0.0 0.0
C 0.357768 -3.351590 -1.668548 0.0 -0.1 0.0
C -0.874612 -2.469411 3.422124 -0.1 0.1 -0.1
C -1.601448 2.882865 1.130495 0.2 -0.1 0.1
C -2.136153 0.940489 -4.874007 -0.2 0.0 0.1
C 3.016819 0.347758 0.891095 0.1 -0.1 0.0
C 0.218674 0.118741 -5.088203 0.0 0.0 0.0
C 1.362801 -0.431292 -3.065546 -0.1 0.1 0.0
C 3.371061 -1.360819 2.228555 -0.1 0.1 -0.1
C -3.178571 1.256782 -4.049963 0.0 0.0 -0.1
C -0.923212 0.458535 -4.332567 0.1 0.0 0.1
C 0.476817 3.148061 -0.200314 0.0 0.2 -0.1
C 3.951348 -0.188991 1.772426 0.0 0.0 0.0
C -2.088930 -1.072459 2.233189 0.0 -0.1 0.0
C -1.371232 2.720467 4.910213 0.0 0.0 0.0
C 1.475499 4.149634 -0.724372 0.0 -0.1 0.0
C -1.202340 2.509200 2.536879 -0.1 0.1 0.0
C -0.836214 0.301314 -2.929612 0.0 0.0 -0.1
C -1.820938 3.068869 3.645316 -0.1 0.0 0.0
C 1.353808 -0.323717 -4.461604 0.0 0.0 -0.1
B 1.158522 -2.675896 1.800029 -0.1 0.1 -0.1
H 3.736270 -2.098127 2.924698 0.0 0.0 0.0
H 1.590293 -3.483790 2.565078 0.0 0.0 0.0
H -0.025700 -2.988799 -2.609366 0.0 0.0 0.0
H 0.183287 0.214819 -6.165124 0.0 0.0 0.0
H -2.874137 -1.877152 4.151239 0.0 0.0 0.0
H 0.843379 -5.500994 -1.978660 0.0 0.0 0.0
H -2.512583 3.476683 1.131543 0.0 0.0 -0.1
H 1.545683 -5.296758 0.661385 0.0 0.1 0.0
H 1.991057 3.726688 -1.581810 0.0 0.0 0.0
H -2.642504 3.763507 3.520623 0.0 0.0 0.0
H -1.771398 1.990563 0.529977 -0.1 0.1 0.0
H 2.245910 -0.767917 -2.534665 0.0 0.0 0.0
H 3.050212 1.252345 0.306296 0.0 0.0 0.0
H -0.547873 4.654116 0.636428 0.0 0.1 0.0
H 0.998123 5.085803 -1.009840 0.0 0.0 0.0
H -0.459622 -3.164939 4.133274 0.0 0.0 0.0
H 1.096747 0.661519 3.901643 0.0 -0.1 -0.1
H 4.910038 0.213947 2.049243 0.0 0.0 0.0
H -1.839423 3.135599 5.793736 0.0 0.0 0.0
H 2.214354 4.359133 0.052290 0.0 0.0 0.0
H -4.103573 1.633750 -4.464760 0.0 0.0 0.0
H 0.083040 1.538788 5.978452 0.0 0.0 0.0
H -2.843137 -0.426614 1.811444 0.0 0.0 0.0
H 2.236933 -0.586365 -5.026210 0.0 0.0 0.0
```
Positions in Å, forces in eV/Å.

**HOMO level**: -10.3124 eV
**Relative energy (zero: lowest compared OMol25 entry of this formula, charge and spin)**: 0.000 eV
**Orbital gap**: 7.585 eV
**Total energy**: -2783.86679 Ha
**Net charge**: +1

How is the electron density shared among the atoms? According to Löwdin, the charges in e are: In 0.896; Cl 0.724; Cl 0.734; O -0.031; O -0.178; N -0.007; N 0.116; N -0.009; N 0.037; N -0.022; N -0.020; N -0.003; N -0.014; N 0.112; C -0.046; C -0.033; C -0.048; C -0.365; C -0.574; C -0.026; C -0.122; C -0.113; C -0.044; C -0.087; C -0.607; C -0.100; C 0.009; C -0.099; C -0.045; C -0.106; C -0.159; C -0.472; C -0.026; C -0.100; C -0.048; C 0.028; C -0.268; C -0.129; C -0.011; C -0.020; B -0.484; H 0.133; H 0.128; H 0.116; H 0.101; H 0.106; H 0.104; H 0.132; H 0.131; H 0.092; H 0.116; H 0.089; H 0.127; H 0.114; H 0.153; H 0.089; H 0.132; H 0.109; H 0.106; H 0.115; H 0.099; H 0.114; H 0.109; H 0.125; H 0.116

No. 4
Molecular formula: C3H2ClF2N
Method: DFT, ωB97M-V/def2-TZVPD

The geometry in XYZ format:
```
9
Properties=species:S:1:pos:R:3:forces:R:3
Cl 2.424762 -2.058879 0.156605 -0.9 0.3 -0.9
F 0.001259 -0.866782 1.592029 0.7 0.1 -1.3
F 0.194219 -2.007585 -1.586382 2.3 0.9 2.6
N 1.579545 0.450306 -2.634526 0.3 1.3 -1.1
C 1.152733 -1.191621 -0.688600 -3.6 0.6 -0.5
C 1.512079 -0.200458 -1.708282 0.5 -1.7 1.0
C 0.245554 -0.300445 0.321352 0.0 -1.1 0.9
H -0.751784 -0.029163 -0.022345 0.2 -0.5 -0.9
H 0.777654 0.630022 0.467689 0.4 0.1 0.2
```
Positions in Å, forces in eV/Å.

**HOMO level**: -12.4428 eV
**Relative energy (zero: lowest compared OMol25 entry of this formula, charge and spin)**: 0.393 eV
**Orbital gap**: 12.633 eV
**Total energy**: -830.12655 Ha
**SMILES**: N#C[C@@](F)(Cl)CF

How is the electron density shared among the atoms? According to Löwdin, the charges in e are: Cl 0.761; F -0.069; F -0.090; N 0.209; C -0.688; C -0.234; C -0.139; H 0.134; H 0.115

No. 5
Molecular formula: C22H22IrN4S2
Method: DFT, ωB97M-V/def2-TZVPD

The geometry in XYZ format:
```
51
Properties=species:S:1:pos:R:3:forces:R:3
Ir -0.045964 -0.063222 0.414092 0.4 2.6 0.7
S 1.156294 -0.337137 2.345917 -0.8 -0.2 -0.6
S 0.328559 -1.908770 -0.900336 0.0 0.3 0.6
N -4.340479 2.801578 4.017564 0.0 0.0 0.0
N -1.937604 -0.344757 1.380538 0.3 -1.2 -0.7
N -0.828864 0.821002 -1.542616 -0.2 -0.6 0.7
N 1.567207 1.393077 0.001967 0.0 -1.5 -0.4
C -1.307878 0.218781 -3.901113 0.0 0.1 0.0
C 0.085987 1.945220 -1.844513 0.1 0.2 -0.1
C -1.284924 -0.676970 -4.951302 0.0 0.0 0.0
C 1.505384 1.615002 -1.448647 0.1 0.2 -0.3
C -2.346927 0.671818 2.137892 0.0 0.0 0.1
C -4.017001 1.858002 3.450542 0.0 -0.1 0.0
C -4.470596 -0.377369 2.490917 0.0 0.0 0.1
C 5.127875 -0.153375 1.653344 -0.1 0.0 0.0
C 4.043942 1.098017 -0.087321 0.0 0.1 -0.1
C 3.892077 -0.428524 2.223026 0.0 0.0 0.0
C -2.209733 1.300497 -1.307823 0.0 0.2 -0.1
C -0.735778 -1.943242 -4.758237 0.0 0.0 0.1
C 1.293869 2.639857 0.758875 -0.1 0.1 0.2
C 5.203290 0.599764 0.491775 0.0 0.0 0.1
C 2.729772 0.053030 1.635681 0.2 -0.2 0.4
C -0.799154 -0.137853 -2.653705 -0.3 0.2 -0.2
C -0.233572 -2.296045 -3.521996 0.0 0.0 -0.1
C -3.613948 0.699343 2.699780 0.0 0.1 0.0
C -0.272909 -1.391030 -2.456427 0.1 -0.3 0.0
C -2.755159 -1.388510 1.179998 0.0 0.0 0.0
C -4.024328 -1.439184 1.725940 0.0 0.0 0.0
C 2.817456 0.823060 0.490027 0.2 0.2 -0.1
H -1.728688 1.205309 -4.057489 0.0 0.0 0.0
H -2.871106 0.443040 -1.210059 0.0 0.0 0.0
H -5.460111 -0.375722 2.927406 0.0 0.0 0.0
H 1.846638 0.705617 -1.945523 0.0 0.0 0.0
H 4.110492 1.700679 -0.984031 0.0 0.0 0.0
H -0.275350 2.829431 -1.322477 0.0 0.0 0.0
H -0.702021 -2.652584 -5.574038 0.0 0.0 0.0
H 0.274825 2.985159 0.598697 0.0 0.0 0.0
H -1.691209 -0.393123 -5.911900 0.0 0.0 0.0
H 0.079185 2.173730 -2.911287 -0.2 0.0 0.0
H -2.364519 -2.191203 0.568210 0.0 0.0 0.0
H -4.650374 -2.301424 1.547546 0.0 0.0 0.0
H 3.814810 -1.033665 3.117238 0.0 0.0 0.0
H 1.433684 2.450460 1.818847 0.0 0.0 0.0
H 6.162590 0.811917 0.040333 0.0 0.0 0.0
H 2.147142 2.445572 -1.759943 0.1 0.0 0.1
H 1.991217 3.416845 0.437311 0.0 0.0 -0.1
H 0.191352 -3.278872 -3.359677 0.0 0.0 0.0
H -1.647366 1.479524 2.313863 0.0 0.0 0.0
H 6.028441 -0.537494 2.112479 0.0 0.0 0.0
H -2.565776 1.926823 -2.127642 0.0 0.0 0.0
H -2.238558 1.888512 -0.390964 0.0 0.0 0.0
```
Positions in Å, forces in eV/Å.

**HOMO level**: -10.5412 eV
**Relative energy (zero: lowest compared OMol25 entry of this formula, charge and spin)**: 0.979 eV
**Orbital gap**: 6.474 eV
**Total energy**: -1971.07179 Ha
**Net charge**: +1

How is the electron density shared among the atoms? According to Löwdin, the charges in e are: Ir 0.827; S 0.645; S 0.672; N 0.196; N -0.119; N -0.262; N -0.284; C -0.031; C -0.158; C -0.062; C -0.164; C -0.091; C -0.159; C 0.027; C -0.058; C -0.010; C -0.087; C -0.056; C -0.062; C -0.038; C -0.056; C -0.586; C -0.296; C -0.098; C -0.181; C -0.594; C -0.090; C -0.006; C -0.302; H 0.117; H 0.100; H 0.138; H 0.139; H 0.115; H 0.117; H 0.114; H 0.079; H 0.111; H 0.136; H 0.108; H 0.125; H 0.111; H 0.083; H 0.113; H 0.136; H 0.117; H 0.110; H 0.121; H 0.114; H 0.098; H 0.079

No. 6
Molecular formula: C6H10O
Method: DFT, ωB97M-V/def2-TZVPD

The geometry in XYZ format:
```
17
Properties=species:S:1:pos:R:3:forces:R:3
O 2.899183 -0.276746 -1.104255 -1.3 -1.6 -0.5
C -0.045864 0.116461 1.032057 -1.3 0.2 -2.5
C -0.691530 -0.459965 -0.134248 -1.7 2.5 0.9
C -0.907662 0.853350 0.088487 0.9 -1.9 0.1
C -1.071023 -1.694298 -0.851438 -0.6 -0.9 2.4
C 0.767185 -0.082903 2.030287 3.1 2.0 2.8
C -1.548253 2.162953 -0.334346 4.1 -1.2 0.2
H 1.325029 0.799755 2.632036 -1.9 -1.9 -1.4
H -1.593619 2.659966 0.631850 -0.6 0.8 -0.4
H -0.643286 2.611359 -0.997034 -2.7 -0.5 1.2
H -2.463342 1.867581 -0.800347 -0.6 0.7 -0.6
H 2.479525 -1.190141 -1.060455 1.0 1.8 0.1
H 3.673094 -0.307621 -0.550509 0.3 -0.2 0.4
H -1.217237 -1.536679 -1.902694 0.0 -0.2 -0.4
H -0.180836 -2.278777 -0.574578 -0.6 -0.9 -0.9
H 1.246236 -1.038184 2.235842 -0.4 0.0 -0.2
H -2.027596 -2.206115 -0.340652 2.1 1.2 -1.2
```
Positions in Å, forces in eV/Å.

**HOMO level**: -7.6437 eV
**Relative energy (zero: lowest compared OMol25 entry of this formula, charge and spin)**: 3.795 eV
**Orbital gap**: 8.332 eV
**Total energy**: -309.70291 Ha
**SMILES**: C=C1C(C)=C1C.O

How is the electron density shared among the atoms? According to Löwdin, the charges in e are: O -0.080; C -0.260; C -0.162; C -0.113; C -0.041; C -0.056; C -0.027; H 0.086; H 0.071; H 0.143; H 0.061; H 0.064; H 0.018; H 0.063; H 0.073; H 0.025; H 0.136

Q: The highest relative energy (zero: lowest compared OMol25 entry of this formula, charge and spin) belongs to which entry?
A: C6H10O